No. 1
{
  "formula": "C2H4F2N",
  "method": "ωB97M-V with the def2-TZVPD basis set",
  "species": ["C", "C", "N", "F", "F", "H", "H", "H", "H"],
  "positions_angstrom": [[0.11548, -0.15609, -0.75456], [0.13459, 0.11309, 0.73517], [1.32612, -0.18540, 0.02602], [2.16026, -1.16436, 0.01184], [2.34058, 1.03790, -0.09734], [-0.22413, -1.13445, -0.92081], [0.01301, 0.68625, -1.60304], [0.03216, 1.07794, 1.40186], [-0.30284, -0.61286, 1.40582]],
  "mulliken_charge": [-0.26, -0.30, 0.61, -0.07, -0.17, 0.33, 0.29, 0.28, 0.30],
  "total_charge": 1,
  "e_above_lowest_kcal_mol": 40.9,
  "smiles": "F[N+]1(F)CC1"
}

No. 2
{
  "formula": "C4H9NO",
  "method": "ωB97M-V with the def2-TZVPD basis set",
  "species": ["C", "C", "C", "C", "H", "H", "H", "H", "H", "H", "H", "H", "H", "N", "O"],
  "positions_angstrom": [[-1.58022, -0.68186, 0.03412], [-0.09652, -0.26986, -0.21254], [0.77814, -0.51232, 0.97682], [0.56825, 0.89272, 0.55924], [-1.88601, -0.40606, 1.05083], [-1.65850, -1.77256, -0.02489], [-2.21777, -0.26889, -0.73755], [-0.00925, -0.64585, -2.25604], [1.07827, 0.30163, -1.71451], [1.72566, -1.01969, 0.83751], [0.21872, -0.82846, 1.89428], [-0.16711, 1.34271, 1.26778], [1.23547, 2.63303, -0.16697], [0.51184, -0.49731, -1.51163], [1.49904, 1.73277, 0.00356]],
  "mulliken_charge": [-1.36, 0.98, -0.85, -0.10, 0.31, 0.32, 0.39, 0.19, 0.21, 0.34, 0.19, 0.23, 0.34, -0.65, -0.54],
  "total_charge": 0,
  "e_above_lowest_kcal_mol": 60.6,
  "smiles": "C[C@]1(N)C[C@H]1O"
}

No. 3
{
  "formula": "C19H28BIN8Pd",
  "method": "ωB97M-V with the def2-TZVPD basis set",
  "species": ["Pd", "C", "C", "C", "C", "C", "N", "N", "B", "N", "N", "C", "C", "C", "C", "C", "N", "N", "C", "C", "C", "C", "C", "H", "H", "H", "H", "H", "H", "H", "H", "H", "H", "H", "H", "H", "H", "H", "H", "H", "H", "H", "H", "H", "H", "N", "C", "C", "C", "N", "H", "H", "H", "H", "I", "C", "H", "H"],
  "positions_angstrom": [[-0.10101, -0.16524, -0.83566], [0.85775, 3.04147, -2.94182], [0.96541, 3.25871, -1.46646], [1.29915, 4.42754, -0.74139], [1.24312, 4.04620, 0.58222], [1.48722, 4.85311, 1.81673], [0.89860, 2.74031, 0.61727], [0.72749, 2.25758, -0.64182], [0.70699, 1.84123, 1.86387], [1.69763, 0.64013, 1.84937], [1.97570, -0.02260, 0.69341], [2.90994, -0.90860, 0.97771], [3.39973, -1.83414, -0.08820], [3.27410, -0.82612, 2.33697], [2.47936, 0.17598, 2.85120], [2.38130, 0.65826, 4.26186], [-0.78157, 1.39220, 1.98415], [-1.44950, 0.96821, 0.87647], [-2.69789, 0.74182, 1.24337], [-3.69765, 0.27984, 0.23384], [-2.86325, 1.02603, 2.61485], [-1.61803, 1.43741, 3.04411], [-1.18664, 1.82008, 4.42259], [0.27840, 3.83468, -3.42119], [0.36575, 2.08764, -3.12977], [1.84380, 3.01457, -3.41468], [1.53883, 5.40986, -1.12066], [1.72475, 5.88111, 1.53648], [2.31816, 4.45632, 2.40311], [0.61267, 4.86946, 2.46961], [0.96437, 2.50850, 2.83847], [2.78168, -1.70774, -0.97789], [3.32297, -2.87666, 0.23026], [4.44257, -1.62783, -0.34935], [3.97320, -1.44236, 2.88184], [3.20508, 0.24122, 4.84402], [1.44778, 0.33601, 4.72588], [2.42179, 1.74602, 4.33309], [-3.19691, -0.08190, -0.66523], [-4.36323, 1.09815, -0.05722], [-4.31820, -0.52587, 0.63314], [-3.75464, 0.92628, 3.21583], [-2.06564, 2.06181, 5.02272], [-0.51961, 2.68193, 4.42008], [-0.65796, 1.00395, 4.91851], [0.00412, -2.63696, 0.70704], [0.28938, -3.77292, 0.05886], [0.57275, -4.73007, 1.01908], [0.43498, -4.03451, 2.23570], [0.08614, -2.76578, 2.04049], [-0.16715, -1.65782, 0.22609], [0.23513, -3.81294, -1.01859], [0.82726, -5.76557, 0.86105], [0.56766, -4.39974, 3.24486], [-1.30715, -3.22409, -3.65517], [-1.68442, -1.27776, -2.48432], [-2.03323, -1.76385, -1.56212], [-0.57801, -1.04156, -2.34700]],
  "mulliken_charge": [-0.74, -1.29, 0.40, -1.18, 0.84, -1.37, 0.49, -0.06, -0.97, 1.35, -0.42, 0.51, -1.39, -1.11, 0.75, -1.26, 1.35, -0.35, 0.42, -0.95, -1.18, 0.72, -1.33, 0.32, 0.25, 0.22, 0.39, 0.33, 0.23, 0.24, -0.31, 0.26, 0.26, 0.34, 0.35, 0.38, 0.07, 0.25, 0.15, 0.23, 0.30, 0.41, 0.37, 0.26, 0.12, 1.12, -0.19, -0.78, -0.33, -0.72, 0.09, 0.24, 0.35, 0.40, -0.44, -0.69, -0.01, 0.27],
  "total_charge": -2,
  "total_energy_ha": -1629.28142
}

No. 4
{
  "formula": "C6H13NO",
  "method": "ωB97M-V with the def2-TZVPD basis set",
  "species": ["C", "N", "C", "C", "C", "C", "C", "H", "H", "H", "H", "H", "H", "H", "H", "H", "H", "H", "H", "H", "O"],
  "positions_angstrom": [[1.90759, -1.46143, 1.73031], [0.09650, -2.04457, -0.84767], [-0.10338, -1.00576, 0.09571], [0.66962, -0.79640, 1.18088], [0.18055, 0.21024, 2.19414], [-1.00678, 1.07010, -0.88473], [-1.20962, -0.12486, -0.33739], [2.81633, -0.85754, 1.63961], [2.06709, -2.40357, 1.12249], [1.85595, -1.72380, 2.76970], [0.37746, -1.69048, -1.74644], [0.46917, -2.85282, -0.38110], [0.19890, 1.20002, 1.72512], [-0.83586, -0.06291, 2.51660], [0.74867, 0.19985, 3.13299], [-1.61160, 1.73290, -1.44696], [0.05219, 1.39750, -0.94374], [-2.13577, -0.65470, -0.55757], [-0.47678, 4.09704, -2.32432], [-0.08994, 2.58035, -2.53548], [-0.78256, 3.23315, -2.59736]],
  "mulliken_charge": [-1.21, -0.50, 0.45, 0.62, -1.45, -0.79, -0.38, 0.26, 0.27, 0.37, 0.20, 0.19, 0.26, 0.32, 0.40, 0.60, 0.09, 0.30, 0.31, 0.34, -0.64],
  "total_charge": 0,
  "e_above_lowest_kcal_mol": 65.8,
  "smiles": "C=CC(N)=C(C)C.O"
}

No. 5
{
  "formula": "C5H12N2O3",
  "method": "ωB97M-V with the def2-TZVPD basis set",
  "species": ["C", "C", "C", "C", "C", "N", "N", "O", "O", "O", "H", "H", "H", "H", "H", "H", "H", "H", "H", "H", "H", "H"],
  "positions_angstrom": [[-0.68780, 1.93101, 0.48821], [-2.87499, -1.05324, -0.81558], [3.32780, 0.71689, 0.01216], [-2.14191, -1.44049, 0.46824], [2.22619, 0.02538, -0.77645], [-0.16703, -0.35880, 1.04923], [0.13953, 0.81728, 0.37769], [-1.59942, 2.04835, 1.26788], [-0.75957, -1.31464, 0.23794], [0.99393, 0.90636, -0.76742], [-0.40076, 2.61614, -0.30489], [-2.15737, -0.62136, -1.48380], [-3.40927, -1.77186, -1.42276], [-3.70251, -0.39577, -0.54576], [3.87103, 1.43468, -0.55310], [2.97120, 1.25189, 0.81379], [4.10307, -0.00845, 0.19257], [-2.40737, -2.41295, 0.97847], [-2.46433, -0.63536, 1.12484], [2.03801, -0.82397, -0.25318], [2.53672, -0.22582, -1.74020], [0.56485, -0.68527, 1.65212]],
  "mulliken_charge": [-0.11, -1.07, -1.23, -0.13, -0.21, -0.36, 0.30, -0.52, -0.24, -0.31, 0.42, 0.31, 0.33, 0.28, 0.34, 0.39, 0.36, 0.31, 0.25, 0.25, 0.41, 0.24],
  "total_charge": 0,
  "e_above_lowest_kcal_mol": 156.9,
  "smiles": "CCONN(C=O)OCC"
}

No. 6
{
  "formula": "C24H60BaN4",
  "method": "ωB97M-V with the def2-TZVPD basis set",
  "species": ["Ba", "C", "C", "N", "C", "C", "C", "C", "H", "H", "H", "H", "H", "H", "H", "H", "H", "H", "H", "H", "H", "H", "H", "C", "C", "N", "C", "C", "C", "C", "H", "H", "H", "H", "H", "H", "H", "H", "H", "H", "H", "H", "H", "H", "H", "C", "C", "N", "C", "C", "C", "C", "H", "H", "H", "H", "H", "H", "H", "H", "H", "H", "H", "H", "H", "H", "H", "C", "C", "N", "C", "C", "C", "C", "H", "H", "H", "H", "H", "H", "H", "H", "H", "H", "H", "H", "H", "H", "H"],
  "positions_angstrom": [[15.28500, 8.68200, 8.40800], [11.99200, 8.86900, 8.25400], [11.98200, 7.60100, 9.07500], [13.20400, 6.82800, 8.75100], [13.66000, 6.11600, 9.93500], [12.69300, 5.11600, 10.57900], [12.92900, 5.95400, 7.61500], [14.19400, 5.56800, 6.94400], [12.33900, 8.57900, 7.29000], [12.48100, 9.66800, 8.72900], [10.93000, 9.14400, 8.14600], [11.07900, 7.03300, 8.92200], [11.87800, 7.86900, 10.12600], [13.99500, 6.75500, 10.70000], [14.59700, 5.56700, 9.70300], [11.83800, 5.53800, 10.94700], [13.05100, 4.56000, 11.49000], [12.48300, 4.38100, 9.84500], [12.34800, 6.47500, 6.88700], [12.31100, 5.09700, 7.85400], [13.82800, 5.00800, 6.11700], [14.81600, 4.93900, 7.59500], [14.71500, 6.34700, 6.58000], [17.17400, 11.45400, 8.63200], [15.83200, 12.15800, 8.77700], [14.83400, 11.38600, 7.99200], [15.07100, 11.66800, 6.55600], [14.12800, 10.85700, 5.77800], [13.55500, 12.01300, 8.36800], [13.38800, 13.53200, 8.05600], [17.99800, 12.03000, 9.15300], [17.52400, 11.28900, 7.61500], [17.10400, 10.53400, 9.09100], [16.04900, 13.14000, 8.53100], [15.51700, 12.13300, 9.83800], [16.04800, 11.54200, 6.15600], [14.90900, 12.69600, 6.28400], [14.56700, 10.38400, 4.86200], [13.36400, 11.54200, 5.46400], [13.64900, 10.08800, 6.47400], [13.26800, 11.89000, 9.34700], [12.68900, 11.55300, 7.87000], [12.58300, 14.02200, 8.64200], [13.20600, 13.68900, 6.99200], [14.15900, 14.14900, 8.37000], [19.64100, 9.25400, 8.10500], [19.09900, 8.86800, 9.45600], [17.92600, 8.06600, 9.36500], [18.41100, 6.72500, 9.01100], [17.29300, 5.85600, 8.62200], [17.41700, 7.87700, 10.66700], [16.98600, 9.15900, 11.35900], [20.63900, 9.65800, 8.08600], [18.96700, 9.95300, 7.61600], [19.87000, 8.44600, 7.40500], [18.97700, 9.88000, 9.87000], [19.85900, 8.43600, 10.12300], [19.04900, 6.39700, 9.77800], [19.05300, 6.75000, 8.11300], [16.76800, 5.46000, 9.54700], [17.67700, 4.98100, 8.23800], [16.49600, 6.33400, 8.02300], [18.09700, 7.29700, 11.30700], [16.57600, 7.25600, 10.71700], [16.26800, 9.77800, 10.87000], [17.78600, 9.85600, 11.48200], [16.57600, 8.93300, 12.32900], [14.91900, 6.51600, 13.37700], [14.32800, 7.78300, 13.92500], [13.51500, 8.38000, 12.83300], [13.77100, 9.82000, 12.70000], [13.53400, 10.23900, 11.29000], [12.09200, 8.15400, 12.95600], [11.41600, 8.31000, 14.34100], [14.19200, 5.78400, 13.16900], [15.59200, 6.05200, 14.10200], [15.46300, 6.77300, 12.53600], [15.06300, 8.46100, 14.29500], [13.91200, 7.82900, 14.91500], [14.81400, 10.07700, 12.92300], [13.12000, 10.38400, 13.44400], [13.94600, 11.25700, 11.27200], [12.46800, 10.46300, 11.14000], [13.97200, 9.62600, 10.54900], [11.78400, 7.21400, 12.61900], [11.63200, 8.90900, 12.39200], [11.81700, 9.17700, 14.87500], [11.67700, 7.43900, 14.98600], [10.36500, 8.49700, 14.31400]],
  "mulliken_charge": [0.93, -0.81, -0.30, 1.27, 0.41, -1.73, -0.98, -1.24, 0.19, 0.16, 0.36, 0.44, -0.21, -0.11, -0.27, 0.43, 0.40, 0.44, 0.57, 0.42, 0.51, 0.30, 0.27, -1.43, -0.68, 1.31, -0.79, -0.85, -0.60, -1.50, 0.50, 0.27, 0.31, 0.33, 0.20, 0.39, 0.41, 0.28, 0.34, 0.01, 0.08, 0.28, 0.44, 0.33, 0.37, -1.18, -0.73, 1.29, -0.96, -0.59, -1.25, -0.94, 0.48, 0.11, 0.34, 0.24, 0.55, 0.45, 0.43, 0.25, 0.67, -0.46, 0.43, 0.30, 0.17, 0.50, 0.29, -0.56, -1.04, 1.19, -1.72, -0.34, -0.51, -1.56, 0.26, 0.49, -0.29, 0.52, 0.43, 0.59, 0.40, 0.45, 0.79, -0.46, -0.02, 0.46, 0.33, 0.35, 0.43],
  "total_charge": 2,
  "total_energy_ha": -1194.31644
}

No. 7
{
  "formula": "C25H25Cl5N3O4Ti",
  "method": "ωB97M-V with the def2-TZVPD basis set",
  "species": ["Ti", "C", "C", "O", "C", "C", "O", "C", "C", "O", "C", "C", "O", "H", "H", "H", "H", "H", "H", "H", "H", "H", "H", "H", "H", "H", "H", "H", "H", "C", "C", "C", "C", "C", "C", "N", "N", "C", "C", "C", "C", "C", "N", "H", "H", "H", "H", "H", "H", "H", "H", "H", "Cl", "C", "C", "C", "Cl", "C", "Cl", "C", "Cl", "C", "Cl"],
  "positions_angstrom": [[0.07731, -0.25644, 0.13897], [0.73654, 0.05129, 3.42651], [0.02199, -1.23990, 3.06350], [-0.87468, -1.02482, 1.96748], [-2.15754, -0.47139, 2.26774], [-2.10768, 1.04274, 2.22164], [-1.38802, 1.38365, 1.04431], [-1.24761, 2.78826, 0.86024], [-0.21657, 2.95366, -0.23286], [0.87674, 2.07006, -0.01668], [1.87953, 2.47935, 0.90759], [1.61476, 1.95966, 2.31287], [1.00406, 0.68590, 2.19037], [1.66662, -0.16914, 3.95910], [0.12675, 0.70381, 4.06204], [-0.52238, -1.66556, 3.90799], [0.73867, -1.97454, 2.69950], [-2.50646, -0.83739, 3.23496], [-2.81606, -0.85107, 1.48624], [-1.60647, 1.47837, 3.09092], [-3.12551, 1.44761, 2.18302], [-0.92422, 3.24276, 1.80270], [-2.20541, 3.22941, 0.56829], [0.12485, 3.98922, -0.30244], [-0.63819, 2.66044, -1.19619], [2.81182, 2.06746, 0.52722], [1.96522, 3.56868, 0.91893], [0.94973, 2.61880, 2.88511], [2.56218, 1.87690, 2.85503], [-4.71723, 1.43465, -2.87498], [-4.50829, 1.45247, -1.50587], [-3.47712, 0.71697, -0.94252], [-2.63946, -0.06112, -1.73977], [-2.86578, -0.08675, -3.12089], [-3.89204, 0.65871, -3.67484], [-1.56449, -0.81869, -1.19271], [-1.35321, -1.90308, -1.90949], [-0.33048, -2.66852, -1.47515], [0.00385, -3.81464, -2.22896], [0.98471, -4.64217, -1.75946], [1.63215, -4.32159, -0.55278], [1.29871, -3.16225, 0.09283], [0.34223, -2.31747, -0.35687], [-5.51924, 2.01050, -3.31549], [-5.16171, 2.02843, -0.86347], [-3.36113, 0.71738, 0.12420], [-2.22965, -0.68839, -3.75169], [-4.04455, 0.63022, -4.74550], [-0.54005, -4.00369, -3.14202], [1.26243, -5.53323, -2.30539], [2.40184, -4.95891, -0.14347], [1.81903, -2.85410, 0.98854], [3.47263, -1.11364, 1.96486], [3.47258, -0.57622, 0.30043], [2.27291, -0.28616, -0.33273], [2.39809, 0.11287, -1.64974], [0.87734, 0.43853, -2.47052], [3.59035, 0.25278, -2.34274], [3.62094, 0.76396, -3.97688], [4.77079, -0.04026, -1.65739], [6.27922, 0.11235, -2.45409], [4.71360, -0.46119, -0.32724], [6.17107, -0.82552, 0.50769]],
  "mulliken_charge": [-0.95, -1.18, -0.27, 0.03, -0.67, -0.94, 0.43, -0.83, -0.79, 0.04, -0.67, -0.99, 0.86, 0.49, 0.44, 0.53, 0.01, 0.49, 0.41, 0.24, 0.58, 0.41, 0.50, 0.49, 0.31, 0.21, 0.55, 0.33, 0.48, -0.50, -0.94, 0.33, 0.18, -0.49, -0.78, 1.17, -0.99, 0.08, -0.79, -0.38, -1.12, -0.10, 0.73, 0.41, 0.43, 0.13, 0.47, 0.38, 0.54, 0.42, 0.49, 0.38, -0.22, 1.21, -1.75, 1.47, -0.21, -0.22, -0.18, 0.62, -0.17, 0.01, -0.18],
  "total_charge": 1,
  "e_above_lowest_kcal_mol": 0.0,
  "multiplicity": 3
}